Arrangement A

Density functional theory data (wB97M-V/def2-TZVPD) for a cluster of 13 separate species, C5H33NO12 in total.

The geometry in XYZ format:
```
51
Properties=species:S:1:pos:R:3:lowdin_charge:R:1
N -0.82 -1.41 0.22 0.14
C 0.54 -1.50 0.42 -0.37
C 1.48 -0.55 0.20 -0.12
C 1.24 0.64 -0.63 -0.17
C 2.19 1.16 -1.42 -0.03
C 0.94 -2.88 0.91 -0.04
H -1.31 -0.53 0.23 0.05
H -1.31 -2.06 0.82 0.10
H 2.53 -0.74 0.37 0.11
H 0.27 1.11 -0.75 0.08
H 1.90 1.95 -2.10 0.07
H 3.24 0.92 -1.38 0.06
H 2.00 -3.04 0.75 0.07
H 0.47 -3.66 0.31 0.08
H 0.79 -3.12 1.96 0.08
H -3.73 0.26 -0.14 0.02
H -4.66 0.08 1.04 0.05
O -3.73 0.00 0.80 -0.07
H -1.64 0.37 -1.73 0.04
H -1.92 1.59 -0.60 0.01
O -2.23 0.91 -1.20 -0.06
H 1.89 3.41 0.69 -0.01
H 0.68 4.37 0.75 0.01
O 1.64 4.33 0.83 -0.06
H 2.76 1.07 1.66 0.05
H 3.04 2.44 2.27 0.07
O 2.37 1.93 1.84 -0.04
H -1.04 -0.82 2.82 0.02
H -1.84 0.21 3.56 0.02
O -0.98 -0.24 3.59 -0.05
H 0.90 -1.03 -3.96 0.03
H 1.90 -0.10 -3.29 -0.01
O 1.84 -0.87 -3.88 -0.05
H -0.29 1.52 3.14 0.03
H 0.69 2.62 2.68 0.03
O -0.25 2.44 2.83 -0.07
H -2.11 2.42 2.75 0.01
H -3.37 1.70 2.22 0.02
O -2.84 1.83 3.01 -0.06
H -1.87 -1.89 -3.91 0.04
H -2.22 -3.14 -3.13 0.03
O -1.79 -2.84 -3.91 -0.03
H 0.76 -3.63 -1.92 -0.06
H -0.16 -3.48 -3.13 0.01
O -0.08 -3.86 -2.24 -0.06
H -1.73 3.98 0.79 0.05
H -0.80 2.78 1.20 0.01
O -1.30 3.21 0.46 -0.06
H 2.75 -2.89 -2.65 0.06
H 2.75 -2.04 -1.43 0.02
O 2.50 -2.92 -1.71 -0.06
```

Values from the calculation:
Gap between HOMO and LUMO (eV): 8.3

Arrangement B

Density functional theory data (wB97M-V/def2-TZVPD) for a structure of composition C5H33NO12.

The geometry in XYZ format:
```
51
Properties=species:S:1:pos:R:3:lowdin_charge:R:1
C -0.46 -2.71 -2.24 0.02
C -1.36 -2.69 -1.05 -0.52
N -1.72 -1.46 -0.58 0.09
C -1.06 -0.18 -0.80 -0.18
C 0.09 0.03 0.21 -0.19
C -0.47 0.01 1.62 -0.08
O -1.68 -3.71 -0.44 0.01
H -0.16 -1.73 -2.61 0.05
H -1.12 -3.01 -3.07 0.10
H 0.31 -3.46 -2.12 0.09
H -2.34 -1.46 0.21 0.12
H -1.84 0.55 -0.59 0.10
H -0.76 -0.02 -1.83 0.07
H 0.67 0.92 0.00 0.08
H 0.76 -0.81 0.06 0.08
H -0.95 -0.93 1.82 0.06
H 0.36 0.06 2.33 0.03
H -1.04 0.89 1.85 0.06
H 1.25 -2.76 2.38 0.03
H 2.56 -2.19 3.01 0.08
O 1.95 -2.08 2.27 -0.06
H -3.16 1.09 1.37 -0.02
H -3.82 0.23 2.60 0.05
O -3.26 0.25 1.81 -0.06
H -0.28 -4.40 1.25 0.02
H -1.03 -3.31 1.56 0.04
O -0.24 -3.75 1.92 -0.04
H 2.69 2.03 0.59 0.08
H 2.75 2.35 -0.89 -0.01
O 2.48 2.74 -0.05 -0.11
H 0.99 3.59 0.02 0.02
H 0.14 4.67 -0.41 0.06
O 0.01 3.78 -0.03 -0.09
H -1.38 2.90 -2.06 0.04
H 0.15 2.75 -2.12 0.02
O -0.67 2.56 -2.60 -0.04
H -2.03 2.29 0.26 0.00
H -2.00 3.51 1.08 0.05
O -2.55 2.73 0.94 -0.05
H -0.67 0.99 -4.10 0.01
H -1.47 -0.24 -3.50 0.01
O -0.90 0.05 -4.21 -0.06
H 1.74 0.99 -1.78 0.11
H 2.39 0.36 -0.57 0.06
O 2.14 1.23 -0.93 -0.12
H 3.62 -0.92 -0.23 0.06
H 2.57 -1.86 0.61 0.02
O 2.81 -1.44 -0.24 -0.07
H 2.41 0.05 2.62 0.00
H 1.31 0.80 3.39 0.02
O 2.27 0.73 3.29 -0.06
```

Values from the calculation:
Gap between HOMO and LUMO (eV): 9.5

Computed energies relative to the best structure, in eV: arrangement A 0.000; arrangement B 3.348

Arrangement A

Density functional theory data (wB97M-V/def2-TZVPD) for a cluster of 11 separate species, C5H33NO12 in total.

The geometry in XYZ format:
```
51
Properties=species:S:1:pos:R:3:lowdin_charge:R:1
C 1.89 -2.06 2.44 -0.02
C 1.12 -0.98 1.68 -0.38
O 0.08 -0.38 2.48 -0.07
C 2.04 0.16 1.23 -0.14
C 2.95 -0.22 0.06 -0.19
N 2.80 0.56 -1.21 -0.05
C 2.84 -0.13 -2.48 -0.29
O 2.24 -1.41 -2.58 -0.08
H 1.78 -2.01 3.52 0.09
H 2.98 -2.02 2.36 0.08
H 1.57 -3.03 2.07 0.08
H 0.50 -1.38 0.88 0.11
H 0.44 -0.01 3.27 0.08
H 1.55 1.12 1.07 0.11
H 2.66 0.33 2.11 0.07
H 3.07 -1.27 -0.16 0.12
H 3.94 0.14 0.41 0.11
H 2.05 1.24 -1.12 0.09
H 2.29 0.50 -3.19 0.12
H 3.90 -0.32 -2.68 0.12
H 1.34 -1.35 -2.23 0.02
O -2.72 0.04 -2.48 -0.07
H -2.56 1.00 -2.60 0.03
H -3.66 -0.08 -2.53 0.05
O -0.26 -0.96 -1.64 -0.04
H 0.03 -1.22 -0.76 0.02
H -1.23 -0.94 -1.70 0.02
O -2.52 2.50 -1.44 -0.07
H -2.15 2.46 -0.54 0.00
H -2.10 3.15 -2.01 0.05
O -3.10 -3.07 -2.61 -0.03
H -2.97 -2.41 -3.27 0.00
H -2.60 -2.86 -1.82 0.03
O -3.90 1.57 1.81 -0.03
H -4.51 1.58 2.54 0.05
H -3.95 0.78 1.28 0.05
O -2.19 -1.83 2.49 -0.06
H -2.36 -0.92 2.71 0.01
H -1.25 -1.98 2.60 0.01
O -1.22 2.01 0.88 -0.04
H -0.67 1.25 0.70 0.03
H -1.93 1.72 1.48 0.03
O -0.55 4.89 2.36 -0.06
H -0.33 3.97 2.17 0.01
H -1.50 4.77 2.50 0.03
O 3.46 0.37 4.07 -0.05
H 4.27 0.05 3.67 0.05
H 3.32 1.27 3.77 0.05
O -0.33 -1.78 -5.01 -0.06
H 0.55 -1.42 -4.83 0.03
H -0.71 -1.75 -4.13 0.00
```

Values from the calculation:
Structure (SMILES): C[C@@H](O)CCNCO.O.O.O.O.O.O.O.O.O.O
Gap between HOMO and LUMO (eV): 8.8

Arrangement B

Density functional theory data (wB97M-V/def2-TZVPD) for a cluster of 12 separate species, C5H33NO12 in total.

The geometry in XYZ format:
```
51
Properties=species:S:1:pos:R:3:lowdin_charge:R:1
C -1.11 0.43 1.37 0.01
C -0.16 1.00 0.37 -0.51
O 0.32 2.12 0.37 0.01
N 0.42 0.02 -0.40 0.10
C 1.25 0.37 -1.56 -0.38
C 0.76 -0.13 -2.91 -0.05
C 2.67 -0.22 -1.29 -0.05
H -2.09 0.34 0.91 0.06
H -0.78 -0.33 2.07 0.11
H -1.36 1.29 1.98 0.07
H 0.06 -0.92 -0.47 0.14
H 1.44 1.44 -1.50 0.12
H -0.31 0.02 -3.12 0.06
H 1.25 0.42 -3.71 0.09
H 0.82 -1.21 -3.07 0.08
H 3.38 0.56 -1.03 0.08
H 3.16 -0.58 -2.21 0.08
H 2.72 -1.07 -0.61 0.08
O 0.44 3.74 2.92 -0.05
H 0.83 2.90 2.67 0.00
H 0.20 4.14 2.08 0.03
O 2.39 -2.11 2.69 -0.05
H 2.44 -1.14 2.70 0.01
H 3.31 -2.38 2.60 0.06
O -3.34 -1.94 1.02 -0.08
H -3.11 -2.87 0.91 0.00
H -3.03 -1.56 0.19 -0.01
O -1.56 -3.76 0.43 -0.08
H -1.40 -3.42 -0.46 0.00
H -0.65 -4.01 0.67 0.00
O -3.10 2.47 1.15 -0.04
H -3.53 2.77 1.96 0.06
H -3.84 2.38 0.54 0.05
O -2.53 -0.15 -1.85 -0.06
H -2.12 0.71 -1.67 0.00
H -3.18 0.01 -2.54 0.07
O 1.03 -4.08 1.25 -0.07
H 1.41 -3.21 1.49 0.01
H 0.70 -4.37 2.11 0.06
O -1.85 2.63 -2.04 -0.03
H -2.36 3.25 -1.52 0.05
H -0.99 2.50 -1.61 0.02
O -1.75 -2.88 -2.52 -0.05
H -0.83 -3.13 -2.67 0.04
H -1.76 -1.93 -2.34 -0.01
O 2.89 3.24 0.56 -0.05
H 2.51 3.56 -0.25 0.04
H 2.10 2.93 1.04 -0.02
O 2.80 0.54 2.13 -0.04
H 2.36 0.21 1.33 0.02
H 3.08 1.42 1.86 0.04
```

Values from the calculation:
Structure (SMILES): CC(=O)NC(C)C.O.O.O.O.O.O.O.O.O.O.O
Gap between HOMO and LUMO (eV): 10.1

Computed energies relative to the best structure, in eV: arrangement A 1.794; arrangement B 0.000